9
Properties=species:S:1:pos:R:3:mulliken_spin:R:1 method="wB97M-V/def2-TZVPD" charge=+1 spin_multiplicity=2 e_tot_ev=-6238.11708 homo_lumo_gap_ev="3.2 / 6.1"
Sr 3.322 0.038 -1.273 0.1145
H 1.183 -0.642 1.066 -0.0330
Li -0.653 -1.743 0.534 0.0133
C 0.113 0.476 -0.415 0.1517
O -1.661 -0.285 1.180 0.1422
H -1.991 1.388 0.028 0.0177
C 1.108 -0.419 -0.012 0.4103
H -0.148 0.570 -1.480 0.0193
C -1.274 0.617 0.371 0.1641